{"formula": "C39H81F6N5O13PV", "method": "the ωB97M-V functional and the def2-TZVPD basis", "charge": -1, "s2": 3.75, "e_above_lowest_kj_mol": 0.00, "spin_multiplicity": 4, "largest_force_ev_per_a": 2.91, "gap_ev": [5.9273, 5.9329], "species": ["V", "P", "F", "F", "F", "F", "F", "F", "C", "C", "C", "O", "C", "C", "C", "O", "O", "O", "H", "H", "C", "C", "C", "C", "C", "C", "N", "O", "C", "C", "C", "H", "H", "H", "H", "H", "H", "H", "H", "H", "H", "H", "H", "H", "H", "H", "H", "H", "H", "H", "C", "O", "C", "C", "N", "C", "C", "O", "C", "H", "H", "H", "H", "H", "H", "H", "H", "H", "H", "H", "H", "H", "H", "H", "C", "O", "C", "C", "N", "C", "C", "O", "C", "H", "H", "H", "H", "H", "H", "H", "H", "H", "H", "H", "H", "H", "H", "H", "C", "O", "C", "C", "N", "C", "C", "O", "C", "H", "H", "H", "H", "H", "H", "H", "H", "H", "H", "H", "H", "H", "H", "H", "C", "O", "C", "C", "N", "C", "C", "O", "C", "H", "H", "H", "H", "H", "H", "H", "H", "H", "H", "H", "H", "H", "H", "H"], "coordinates": [[-16.5600, -30.8564, 6.8956], [-19.4280, -30.4799, 5.2229], [-20.0482, -30.2981, 6.6778], [-20.7330, -31.3177, 4.7576], [-20.0366, -29.0973, 4.6181], [-18.7886, -30.7067, 3.7305], [-18.0418, -29.7610, 5.7114], [-18.6662, -31.8576, 5.6498], [-13.5891, -33.8599, 8.0263], [-14.6802, -33.0298, 8.0171], [-16.0559, -33.6367, 8.0729], [-17.0638, -32.8553, 7.8104], [-16.2900, -34.9668, 8.2606], [-15.1679, -35.8798, 8.3659], [-13.7005, -35.2895, 8.2526], [-12.7640, -36.0613, 8.2728], [-15.2271, -37.0962, 8.3706], [-14.4762, -31.7562, 7.8401], [-12.6118, -33.4097, 7.9101], [-17.2896, -35.3503, 8.1339], [-19.3404, -31.8938, -0.0990], [-20.6030, -31.0137, -0.0489], [-21.0916, -30.8856, -1.5025], [-22.5289, -30.3610, -1.5678], [-23.5005, -31.2693, -0.8002], [-23.0412, -31.5179, 0.6459], [-21.6078, -31.7541, 0.7198], [-21.1888, -32.1203, 1.9959], [-23.5073, -30.3082, 1.4836], [-23.7974, -32.8106, 1.0675], [-20.2364, -29.6604, 0.5458], [-19.5741, -32.9585, -0.1209], [-18.7547, -31.7982, 0.8209], [-18.6759, -31.6141, -0.9182], [-20.5329, -30.0131, -1.8565], [-20.9628, -31.7521, -2.1474], [-22.8844, -30.2675, -2.5948], [-22.5355, -29.3920, -1.0603], [-23.5238, -32.2233, -1.3378], [-24.5056, -30.8532, -0.8813], [-22.9733, -30.1123, 2.4178], [-23.3666, -29.3553, 0.9592], [-24.5821, -30.3830, 1.6569], [-24.8679, -32.6982, 0.9154], [-23.2913, -33.5450, 0.4418], [-23.6245, -33.0326, 2.1211], [-19.7509, -29.8489, 1.5129], [-21.0987, -29.0659, 0.8561], [-19.4980, -29.0847, -0.0118], [-21.2371, -31.3191, 2.5509], [-14.2978, -36.8539, 1.0112], [-15.6001, -36.4414, 1.2996], [-15.7345, -35.0458, 1.1864], [-17.1536, -34.6325, 1.4383], [-17.5834, -35.1656, 2.7387], [-18.8152, -34.5492, 3.2240], [-19.0573, -34.8161, 4.7097], [-19.4034, -36.1694, 4.9050], [-19.5347, -36.4915, 6.2670], [-13.9602, -36.5993, -0.0016], [-14.2522, -37.9462, 1.0203], [-13.5444, -36.5365, 1.7382], [-15.5511, -34.7910, 0.1221], [-14.9823, -34.3988, 1.6524], [-17.7956, -35.0293, 0.6379], [-17.2824, -33.5505, 1.4730], [-17.6003, -36.1734, 2.6846], [-19.6856, -34.9120, 2.6534], [-18.7897, -33.4770, 3.0227], [-19.8307, -34.0805, 4.9474], [-18.0794, -34.6012, 5.1485], [-18.5646, -36.4817, 6.7649], [-19.9762, -37.4848, 6.3731], [-20.2502, -35.8566, 6.8035], [-24.9629, -32.4856, 8.3249], [-24.7274, -32.6403, 6.9518], [-23.3772, -32.6285, 6.5509], [-23.2608, -32.9974, 5.0951], [-23.8646, -34.2817, 4.6974], [-22.9127, -35.3932, 4.9257], [-23.5069, -36.7139, 4.5109], [-24.4922, -37.1226, 5.4428], [-24.7891, -38.4835, 5.3457], [-24.7478, -33.4558, 8.7896], [-26.0090, -32.2567, 8.5251], [-24.3643, -31.6876, 8.7754], [-22.7454, -33.2012, 7.2423], [-22.9851, -31.6028, 6.6244], [-22.2186, -32.9774, 4.7619], [-23.5970, -32.1785, 4.4461], [-24.6214, -34.3158, 5.3787], [-22.6442, -35.3228, 5.9858], [-21.9969, -35.2327, 4.3547], [-22.6728, -37.4036, 4.3292], [-24.0066, -36.6275, 3.5383], [-25.1160, -38.8425, 4.3654], [-25.5343, -38.7907, 6.0830], [-23.9240, -39.0821, 5.6672], [-18.1715, -27.0556, 2.9956], [-16.8930, -26.7948, 2.4437], [-16.2822, -25.6548, 3.0178], [-14.9817, -25.3496, 2.3115], [-13.9833, -26.3104, 2.7233], [-12.8275, -26.5236, 1.8331], [-11.8910, -27.5776, 2.4107], [-12.5601, -28.8299, 2.5378], [-12.9202, -29.4190, 1.3053], [-18.6241, -27.8136, 2.3653], [-18.8213, -26.1744, 3.0472], [-18.0650, -27.3724, 4.0375], [-16.0811, -25.8621, 4.0787], [-16.9574, -24.7928, 2.9798], [-14.7621, -24.3500, 2.7021], [-15.2146, -25.2981, 1.2404], [-14.4442, -27.2198, 2.6707], [-12.2571, -25.5893, 1.8828], [-13.1641, -26.7366, 0.8152], [-11.5846, -27.2651, 3.4064], [-11.0215, -27.6602, 1.7519], [-13.8592, -29.0034, 0.9195], [-13.0684, -30.4733, 1.5302], [-12.2104, -29.2958, 0.4813], [-15.6376, -32.7203, 4.5010], [-15.8481, -31.3377, 4.7876], [-14.7865, -30.4546, 4.4741], [-15.1528, -29.0727, 4.9502], [-15.2974, -29.1037, 6.4365], [-16.1556, -27.9589, 6.8793], [-16.7542, -28.2069, 8.2750], [-17.3768, -29.4932, 8.2883], [-17.9925, -29.7355, 9.5472], [-16.6135, -33.1862, 4.6250], [-14.9222, -33.1416, 5.2108], [-15.3842, -32.8564, 3.4471], [-14.6036, -30.3720, 3.3995], [-13.8766, -30.7121, 5.0285], [-16.0796, -28.7395, 4.4740], [-14.4219, -28.3325, 4.6074], [-14.3601, -28.8275, 6.7140], [-17.0093, -27.8878, 6.2050], [-15.6052, -27.0200, 6.7842], [-17.4736, -27.4118, 8.4629], [-15.8595, -28.2119, 8.9061], [-18.9752, -29.2515, 9.5743], [-17.4764, -29.3565, 10.4289], [-18.2372, -30.7875, 9.6739]], "atomic_forces_ev_per_a": [[1.869, -2.067, 0.604], [-0.275, -1.899, -2.188], [0.070, 0.483, -0.117], [0.076, 0.400, 0.187], [0.155, -0.181, 1.237], [0.160, 0.229, 0.195], [0.082, 1.194, -0.044], [-0.640, -0.066, 0.378], [-0.207, -0.796, 0.450], [1.734, 0.172, -0.333], [-1.593, 0.731, -0.491], [0.515, 1.471, -0.377], [1.403, -0.608, 0.245], [0.380, 0.156, -0.559], [-0.674, 0.923, -0.283], [0.342, -0.200, 0.166], [-0.546, -0.238, 0.286], [-2.525, 0.320, -0.484], [0.096, -0.093, 0.021], [-0.087, -0.020, 0.188], [0.490, -0.008, 0.861], [0.135, -1.160, -0.518], [-0.798, 1.749, 0.246], [-0.383, -0.520, 0.821], [1.194, -0.059, -0.932], [-1.250, 0.541, 0.346], [-0.183, -0.730, -1.170], [-0.003, 0.517, 0.290], [-0.017, 0.717, -0.138], [1.359, 0.823, 0.466], [0.107, 0.019, 1.512], [-0.264, 0.080, -0.459], [-0.080, 0.235, 0.014], [-0.131, -0.010, -0.140], [0.514, -0.555, -0.597], [0.226, -0.196, 0.284], [0.153, 0.266, -0.035], [-0.081, 0.220, -0.381], [-0.027, -0.109, 0.121], [-0.074, -0.039, 0.497], [-0.164, -0.616, 0.206], [-0.016, -0.163, -0.302], [0.056, -0.035, 0.312], [-0.013, -0.152, -0.304], [-0.604, -0.542, 0.144], [-0.011, -0.174, -0.049], [0.084, -0.118, -0.074], [-0.065, 0.213, -0.627], [-0.249, 0.010, -0.338], [0.176, -0.304, 0.119], [0.620, -1.101, -0.224], [0.308, 0.352, 0.499], [0.058, 0.890, -2.311], [-0.690, -0.946, 1.255], [0.414, 1.046, -0.174], [-0.359, -1.204, -0.385], [0.813, 0.521, -1.681], [-0.532, 0.189, -0.124], [-0.291, -0.369, 0.433], [-0.167, 0.484, 0.006], [-0.350, 0.017, 0.194], [-0.166, 0.401, 0.064], [0.015, -0.099, -0.068], [-0.009, -0.656, 1.011], [0.061, 0.161, -0.192], [0.278, 0.054, -0.165], [-0.261, -0.033, 0.268], [-0.146, 0.027, 0.040], [0.197, 0.082, 0.298], [-0.121, -0.301, 0.897], [-0.303, 0.133, 0.790], [0.004, 0.086, 0.112], [0.275, -0.163, -0.369], [0.229, 0.452, -0.142], [0.341, -0.610, 0.160], [-0.802, 0.172, -0.574], [0.678, 1.107, 0.336], [0.775, -0.148, -1.365], [0.195, 0.825, 0.297], [-0.843, 0.951, 0.259], [0.035, 0.316, -0.402], [0.057, -0.231, 0.142], [0.398, -0.996, 0.819], [0.138, 0.235, 0.456], [-0.076, 0.009, -0.394], [0.165, -0.061, -0.043], [-0.160, -0.470, -0.184], [0.001, 0.027, 0.127], [0.162, -0.354, 0.586], [-0.825, -0.049, 0.340], [-0.232, -0.864, -0.366], [0.309, -0.867, 0.058], [-0.120, 0.169, -0.156], [-0.207, -0.479, 0.652], [0.121, 0.320, -0.102], [0.027, 0.334, -0.195], [-0.332, 0.590, -0.113], [0.213, 0.024, -0.420], [0.252, 0.017, 0.290], [-0.037, 0.492, -0.212], [-0.278, -0.533, 0.207], [-0.690, 0.510, 0.589], [0.226, -1.468, -0.470], [0.028, 1.342, 0.999], [-1.052, -0.079, -0.547], [0.681, 0.233, -0.035], [-0.609, -0.057, 0.012], [-0.123, -0.176, 0.289], [0.126, 0.179, -0.398], [-0.108, -0.420, -0.059], [0.061, 0.102, 0.082], [-0.053, 0.022, -0.169], [0.579, 0.055, -0.428], [0.347, -0.013, -0.110], [-0.200, 0.116, 0.455], [0.034, 0.025, -0.591], [0.307, -0.002, -0.199], [0.022, -0.144, 0.055], [0.129, -0.152, 0.057], [-0.124, -0.056, 0.132], [0.012, -0.056, -0.263], [0.452, -0.014, 0.347], [-0.479, -0.100, -0.048], [-0.124, 0.457, 0.454], [0.404, 0.491, 0.217], [-0.646, 0.170, -0.378], [-0.647, 1.768, -0.841], [-0.835, -0.465, -0.456], [1.585, 0.005, -1.339], [0.319, 0.637, 1.036], [-1.632, -0.210, 0.445], [0.119, -0.056, 0.181], [0.146, -0.111, -0.263], [0.385, 0.047, 0.103], [0.040, -0.488, -0.014], [0.095, -0.505, -0.308], [-0.205, -0.280, 0.239], [0.285, -0.210, 0.236], [0.008, -0.940, 0.807], [0.200, -0.029, -0.213], [-0.083, 0.127, 0.464], [0.007, -0.050, 0.477], [-0.562, 0.049, 0.840], [0.046, 0.257, -0.267], [0.699, -0.091, -0.320], [0.580, -0.178, -0.292]], "lowdin_charge": [0.96, 0.23, -0.11, -0.14, -0.14, -0.16, -0.20, -0.16, 0.00, -0.39, -0.37, -0.16, 0.01, -0.35, -0.36, 0.03, 0.03, -0.14, 0.10, 0.09, -0.04, -0.50, -0.13, -0.18, -0.15, -0.51, -0.12, -0.01, -0.03, -0.02, -0.03, 0.09, 0.06, 0.08, 0.11, 0.12, 0.11, 0.10, 0.11, 0.12, 0.08, 0.07, 0.08, 0.08, 0.09, 0.06, 0.06, 0.08, 0.09, 0.07, -0.13, -0.16, -0.26, -0.21, -0.04, -0.20, -0.23, -0.18, -0.11, 0.08, 0.09, 0.09, 0.12, 0.11, 0.12, 0.10, 0.11, 0.12, 0.10, 0.11, 0.11, 0.08, 0.08, 0.08, -0.12, -0.19, -0.23, -0.22, -0.04, -0.19, -0.23, -0.17, -0.14, 0.09, 0.08, 0.09, 0.13, 0.12, 0.09, 0.11, 0.09, 0.12, 0.11, 0.12, 0.13, 0.09, 0.08, 0.09, -0.09, -0.19, -0.25, -0.22, -0.05, -0.21, -0.20, -0.21, -0.12, 0.08, 0.09, 0.07, 0.12, 0.12, 0.12, 0.13, 0.08, 0.12, 0.11, 0.12, 0.12, 0.09, 0.09, 0.09, -0.02, -0.26, -0.18, -0.17, -0.07, -0.17, -0.16, -0.29, -0.06, 0.07, 0.11, 0.09, 0.12, 0.14, 0.11, 0.11, 0.14, 0.10, 0.13, 0.14, 0.14, 0.10, 0.10, 0.10]}